1.
Molecular formula: C15H37BNO10
Method: DFT, the ωB97M-V functional and the def2-TZVPD basis

## Properties
ΔE to the lowest compared entry with this formula, charge and spin (eV): 0.131
Molar mass (g/mol): 402.27
LUMO level (hartree): 0.0906
HOMO (eV): -4.599
Max |F| (eV Å⁻¹): 0.76

ORCA input file:
```
! wB97M-V def2-TZVPD RIJCOSX def2/J DEFGRID3
* xyz -1 1
C 0.015 0.094 0.812
C 0.176 -0.007 2.331
O 1.496 0.171 2.722
B 2.311 -1.045 2.966
O 2.501 -1.281 4.433
C 3.802 -0.873 2.326
O 4.391 0.462 2.419
N 3.922 1.266 1.432
O 3.903 2.401 1.760
H 0.506 -0.750 0.327
H -1.050 0.141 0.564
H 0.519 1.012 0.501
H -0.251 -0.954 2.692
H -0.429 0.801 2.773
H 1.794 -2.055 2.443
H 1.626 -1.429 4.800
H 4.478 -1.510 2.903
H 3.873 -1.223 1.289
C 3.767 -4.703 -5.007
O 3.530 -3.318 -4.976
C 2.315 -2.943 -4.347
C 2.488 -1.780 -3.396
O 3.217 -2.068 -2.223
C 4.617 -2.261 -2.292
C 5.418 -1.019 -2.606
O 5.268 -0.615 -3.959
C 5.204 0.781 -4.136
H 3.184 -5.195 -5.796
H 4.827 -4.850 -5.213
H 3.533 -5.173 -4.045
H 1.884 -3.791 -3.802
H 1.602 -2.641 -5.126
H 1.487 -1.517 -3.042
H 2.884 -0.905 -3.918
H 4.874 -3.084 -2.965
H 4.900 -2.563 -1.282
H 6.478 -1.246 -2.428
H 5.114 -0.218 -1.924
H 4.563 1.252 -3.384
H 4.776 0.967 -5.121
H 6.200 1.238 -4.093
C -2.782 3.004 0.890
O -3.604 2.277 1.777
C -3.855 2.924 3.008
C -5.309 2.832 3.412
O -6.210 3.585 2.613
C -6.492 3.149 1.296
C -7.304 1.877 1.196
O -6.547 0.739 1.555
C -7.258 -0.236 2.280
H -1.728 2.925 1.175
H -2.908 2.573 -0.103
H -3.073 4.060 0.849
H -3.555 3.977 2.964
H -3.258 2.434 3.788
H -5.388 3.274 4.408
H -5.623 1.789 3.496
H -5.586 3.077 0.691
H -7.108 3.947 0.871
H -7.628 1.766 0.151
H -8.196 1.967 1.827
H -7.886 0.219 3.054
H -6.525 -0.881 2.763
H -7.887 -0.848 1.622
*
```



2.
Molecular formula: C15H37ClO8
Method: DFT, the ωB97M-V functional and the def2-TZVPD basis

## Properties
ΔE to the lowest compared entry with this formula, charge and spin (eV): 2.328
Molar mass (g/mol): 380.91
SMILES: O=CO[C@@H](Cl)C[C@@H]1CO1.CCO.CCO.CCO.CCO.CCO
LUMO level (hartree): 0.0168
HOMO (eV): -9.929
Max |F| (eV Å⁻¹): 3.98

ORCA input file:
```
! wB97M-V def2-TZVPD RIJCOSX def2/J DEFGRID3
* xyz 0 1
O -2.039 -4.135 4.448
C -1.366 -3.908 3.524
O -1.497 -2.718 2.809
C -0.217 -2.162 2.528
Cl 0.134 -2.266 0.732
C -0.180 -0.672 2.910
C 1.350 -0.192 2.872
C 2.247 -0.837 4.019
O 1.750 0.614 3.980
H -0.610 -4.639 3.153
H 0.592 -2.746 3.011
H -0.503 -0.530 3.958
H -0.682 0.015 2.182
H 1.824 -0.037 1.873
H 3.276 -0.497 4.182
H 1.652 -1.458 4.705
C 4.563 3.847 5.734
C 3.829 4.178 4.447
O 3.582 2.998 3.693
H 5.510 3.352 5.516
H 4.763 4.750 6.314
H 3.975 3.160 6.347
H 4.428 4.847 3.828
H 2.873 4.668 4.661
H 3.043 2.409 4.237
C -4.905 -0.230 1.438
C -3.578 -0.330 0.710
O -2.493 -0.298 1.636
H -4.953 0.693 2.020
H -5.739 -0.246 0.734
H -5.023 -1.058 2.141
H -3.454 0.510 0.025
H -3.521 -1.258 0.132
H -2.606 -1.050 2.233
C -0.895 2.064 -1.564
C -0.332 0.873 -0.810
O 0.863 1.237 -0.119
H -0.163 2.443 -2.280
H -1.806 1.790 -2.101
H -1.125 2.883 -0.878
H -0.085 0.067 -1.500
H -1.056 0.496 -0.085
H 0.641 1.944 0.498
C 0.403 0.554 -4.861
C 1.454 1.330 -5.631
O 2.029 2.345 -4.812
H -0.384 1.223 -4.507
H -0.047 -0.221 -5.485
H 0.842 0.081 -3.978
H 1.010 1.818 -6.499
H 2.250 0.664 -5.978
H 2.430 1.912 -4.049
C -2.217 -2.999 -5.599
C -0.878 -3.126 -6.301
O 0.189 -3.072 -5.360
H -2.270 -2.060 -5.044
H -3.040 -3.032 -6.315
H -2.352 -3.807 -4.875
H -0.739 -2.307 -7.007
H -0.817 -4.071 -6.851
H 0.071 -3.802 -4.742
*
```



3.
Molecular formula: C15H37IN2O12P3
Method: DFT, the ωB97M-V functional and the def2-TZVPD basis

## Properties
Molar mass (g/mol): 657.29
LUMO level (hartree): -0.1036
HOMO (eV): -11.697
Max |F| (eV Å⁻¹): 5.49

ORCA input file:
```
! wB97M-V def2-TZVPD RIJCOSX def2/J DEFGRID3
* xyz 1 1
C -6.155 0.466 0.254
C -4.841 -0.288 0.420
I -5.074 -1.654 2.046
C -3.625 0.619 0.669
C -3.554 1.680 -0.383
N -3.606 1.409 -1.679
C -3.547 2.615 -2.359
C -3.447 3.590 -1.447
N -3.469 2.985 -0.193
H -6.436 0.964 1.180
H -6.923 -0.251 -0.028
H -6.127 1.219 -0.539
H -4.619 -0.882 -0.467
H -3.619 1.034 1.675
H -2.699 0.044 0.570
H -3.673 0.491 -2.086
H -3.583 2.706 -3.429
H -3.364 4.652 -1.583
H -3.433 3.389 0.732
C -1.726 4.257 6.772
O -1.246 3.808 5.483
P -0.390 4.856 4.602
O -1.325 5.936 4.221
O -0.115 3.794 3.421
C -1.225 3.286 2.718
O 1.096 5.437 4.472
C 1.588 6.256 5.560
H -2.050 3.380 7.324
H -0.940 4.756 7.335
H -2.567 4.934 6.634
H -2.043 4.014 2.688
H -1.572 2.359 3.181
H -0.902 3.069 1.697
H 1.527 5.726 6.510
H 1.018 7.184 5.615
H 2.628 6.482 5.351
C 0.269 -1.459 -1.705
O -0.377 -2.192 -0.645
P -0.307 -3.822 -0.740
O -1.105 -4.176 -1.933
O -1.057 -4.046 0.654
C -2.392 -3.584 0.794
O 0.693 -5.038 -0.451
C 1.891 -5.102 -1.262
H 0.361 -0.423 -1.383
H 1.265 -1.847 -1.914
H -0.337 -1.508 -2.611
H -2.921 -3.610 -0.162
H -2.392 -2.570 1.191
H -2.904 -4.236 1.497
H 2.459 -4.175 -1.191
H 1.631 -5.293 -2.302
H 2.503 -5.917 -0.888
C 7.251 -1.308 -3.458
O 5.834 -1.438 -3.706
P 5.249 -2.929 -3.929
O 5.832 -3.421 -5.192
O 3.729 -2.432 -4.068
C 3.391 -1.559 -5.144
O 4.775 -4.223 -3.090
C 5.813 -4.915 -2.357
H 7.429 -0.302 -3.089
H 7.591 -2.023 -2.710
H 7.801 -1.458 -4.386
H 4.031 -1.733 -6.009
H 3.478 -0.521 -4.824
H 2.358 -1.761 -5.421
H 6.338 -4.238 -1.682
H 6.522 -5.367 -3.051
H 5.338 -5.694 -1.769
*
```



4.
Molecular formula: C15H38BrClGaO8P2
Method: DFT, the ωB97M-V functional and the def2-TZVPD basis

## Properties
Molar mass (g/mol): 593.49
LUMO level (hartree): 0.0455
HOMO (eV): -5.134
Max |F| (eV Å⁻¹): 7.85

ORCA input file:
```
! wB97M-V def2-TZVPD RIJCOSX def2/J DEFGRID3
* xyz -1 1
Cl 0.426 1.391 -3.353
C 0.101 3.146 -3.778
C 1.352 3.734 -4.389
C 1.382 5.273 -4.416
Ga 0.978 6.214 -2.645
Br -0.706 7.925 -3.191
H -0.194 3.610 -2.846
H -0.721 3.094 -4.486
H 2.207 3.397 -3.798
H 1.517 3.321 -5.389
H 0.780 5.684 -5.230
H 2.413 5.550 -4.656
H 0.339 5.265 -1.528
H 2.313 6.923 -2.103
O 1.686 -3.542 0.607
P 2.031 -3.641 -0.837
O 0.526 -3.891 -1.436
C -0.383 -2.785 -1.447
C 0.005 -1.719 -2.453
O 2.632 -5.157 -0.937
C 3.090 -5.843 0.226
C 1.985 -6.674 0.850
O 2.566 -3.317 -2.358
C 3.720 -2.461 -2.519
C 4.965 -3.039 -1.873
H -0.445 -2.357 -0.443
H -1.363 -3.193 -1.694
H 0.933 -1.220 -2.163
H -0.773 -0.961 -2.526
H 0.165 -2.158 -3.437
H 3.510 -5.142 0.948
H 3.905 -6.495 -0.092
H 1.058 -6.109 0.931
H 2.275 -7.018 1.844
H 1.772 -7.548 0.232
H 3.497 -1.473 -2.107
H 3.871 -2.341 -3.590
H 4.856 -3.101 -0.785
H 5.831 -2.412 -2.086
H 5.155 -4.048 -2.238
O -2.081 2.859 3.311
P -2.477 1.474 3.000
O -2.191 1.211 1.438
C -0.831 1.146 0.980
C -0.122 -0.109 1.458
O -4.106 1.548 2.984
C -4.793 2.714 3.435
C -5.064 3.676 2.295
O -2.518 -0.091 3.457
C -2.171 -0.407 4.821
C -3.112 0.236 5.822
H -0.293 2.041 1.301
H -0.872 1.159 -0.108
H 0.025 -0.092 2.541
H 0.857 -0.198 0.986
H -0.709 -0.996 1.225
H -4.239 3.201 4.238
H -5.739 2.375 3.865
H -4.180 3.823 1.677
H -5.390 4.645 2.677
H -5.846 3.282 1.644
H -1.139 -0.099 5.012
H -2.211 -1.492 4.908
H -3.034 1.326 5.796
H -2.874 -0.093 6.834
H -4.147 -0.021 5.597
*
```



5.
Molecular formula: C15H38BrFNOP2S
Method: DFT, the ωB97M-V functional and the def2-TZVPD basis

## Properties
Molar mass (g/mol): 441.39
LUMO level (hartree): -0.1388
HOMO (eV): -12.871
Max |F| (eV Å⁻¹): 1.22

ORCA input file:
```
! wB97M-V def2-TZVPD RIJCOSX def2/J DEFGRID3
* xyz 1 1
C -2.450 -0.076 1.440
C -1.150 -0.537 0.800
F -0.197 -0.787 1.772
C -0.511 0.366 -0.248
P -0.120 2.078 0.247
S 0.750 3.000 -1.395
Br -1.859 3.294 0.598
P 1.348 2.459 1.907
N 2.631 1.518 1.344
O 0.823 1.552 3.126
H -3.060 -0.961 1.624
H -3.038 0.576 0.802
H -2.248 0.359 2.418
H -1.340 -1.485 0.291
H -1.086 0.381 -1.174
H 0.474 -0.058 -0.476
H 1.618 2.005 -1.638
H 2.339 0.751 0.746
H 3.251 2.097 0.782
H 0.567 2.130 3.851
C 8.337 -0.959 -1.231
C 8.470 0.560 -1.185
C 7.757 1.199 0.006
C 6.245 0.980 0.039
C 5.492 1.471 -1.196
C 5.603 2.978 -1.416
H 7.298 -1.275 -1.341
H 8.892 -1.371 -2.074
H 8.732 -1.412 -0.320
H 8.101 0.989 -2.121
H 9.528 0.822 -1.131
H 7.972 2.271 0.017
H 8.181 0.800 0.931
H 5.841 1.483 0.925
H 6.036 -0.085 0.179
H 4.430 1.208 -1.082
H 5.834 0.944 -2.089
H 5.232 3.532 -0.549
H 5.023 3.292 -2.287
H 6.634 3.282 -1.588
C -5.160 -3.678 -0.482
C -5.293 -2.163 -0.347
C -6.056 -1.728 0.904
C -7.507 -2.204 0.969
C -8.375 -1.775 -0.213
C -8.514 -0.261 -0.349
H -6.134 -4.158 -0.578
H -4.579 -3.941 -1.366
H -4.658 -4.105 0.388
H -5.767 -1.756 -1.243
H -4.288 -1.726 -0.310
H -6.027 -0.635 0.976
H -5.529 -2.101 1.789
H -7.953 -1.827 1.893
H -7.530 -3.294 1.049
H -9.368 -2.211 -0.085
H -7.980 -2.192 -1.143
H -8.941 0.173 0.557
H -9.169 -0.005 -1.182
H -7.551 0.219 -0.533
*
```



6.
Molecular formula: C15H38N11O27PS
Method: DFT, the ωB97M-V functional and the def2-TZVPD basis

## Properties
Molar mass (g/mol): 867.56
LUMO level (hartree): -0.0048
HOMO (eV): -9.477
Max |F| (eV Å⁻¹): 1.73

ORCA input file:
```
! wB97M-V def2-TZVPD RIJCOSX def2/J DEFGRID3
* xyz 0 1
O -4.720 -1.852 3.551
C -4.658 -1.296 2.544
N -4.285 -0.584 1.596
O -3.873 -1.357 0.461
P -2.585 -2.287 0.792
O -1.714 -1.777 1.824
O -3.225 -3.755 1.096
S -2.630 -4.474 2.521
O -1.852 -2.406 -0.606
C -0.689 -3.268 -0.543
C 0.592 -2.479 -0.261
C 1.636 -3.438 0.306
C 1.333 -3.875 1.722
O 1.032 -3.145 2.598
O 1.463 -5.229 1.984
H -1.899 -5.487 1.996
H -0.605 -3.703 -1.532
H -0.810 -4.105 0.146
H 0.415 -1.629 0.383
H 0.968 -2.160 -1.222
H 1.613 -4.332 -0.308
H 2.650 -3.056 0.256
H 0.948 -5.712 1.330
C -1.897 0.719 -2.054
N -0.617 0.102 -2.490
O 0.308 0.108 -1.718
O -0.592 -0.380 -3.609
H -1.770 1.100 -1.049
H -2.124 1.523 -2.748
H -2.658 -0.057 -2.087
C -2.777 -2.073 -5.422
N -3.386 -2.753 -4.248
O -4.528 -2.468 -3.959
O -2.691 -3.550 -3.656
H -3.506 -1.395 -5.850
H -1.905 -1.531 -5.066
H -2.499 -2.840 -6.136
C 3.570 1.792 -0.936
N 3.737 0.388 -1.404
O 2.930 -0.430 -1.039
O 4.689 0.159 -2.130
H 2.690 1.849 -0.306
H 4.464 2.061 -0.382
H 3.456 2.416 -1.817
C -0.409 2.840 2.349
N -0.096 2.524 0.933
O -0.816 3.003 0.076
O 0.852 1.805 0.706
H -1.282 3.482 2.364
H -0.612 1.899 2.852
H 0.455 3.345 2.791
C 7.696 2.274 -2.061
N 7.286 3.699 -1.935
O 6.418 3.965 -1.131
O 7.852 4.497 -2.647
H 7.109 1.681 -1.370
H 7.509 1.969 -3.086
H 8.754 2.216 -1.823
C -0.254 6.496 5.181
N -0.087 5.092 4.723
O -0.907 4.278 5.082
O 0.871 4.851 4.014
H -1.141 6.556 5.798
H 0.632 6.762 5.749
H -0.353 7.119 4.297
C -0.398 -3.749 -8.916
N -1.756 -3.180 -8.698
O -1.945 -2.030 -9.023
O -2.585 -3.915 -8.203
H 0.228 -2.984 -9.358
H -0.015 -4.056 -7.947
H -0.505 -4.600 -9.581
C -1.856 6.120 9.794
N -1.690 7.115 8.700
O -2.687 7.634 8.252
O -0.556 7.337 8.329
H -2.912 6.026 10.016
H -1.446 5.178 9.443
H -1.307 6.488 10.655
C -5.297 2.868 1.150
N -4.165 3.630 1.739
O -3.748 4.588 1.127
O -3.729 3.231 2.799
H -5.579 3.331 0.212
H -4.952 1.849 0.995
H -6.118 2.900 1.860
C 4.811 -7.050 -1.338
N 3.471 -6.432 -1.149
O 3.330 -5.276 -1.479
O 2.605 -7.135 -0.672
H 5.474 -6.308 -1.767
H 5.163 -7.369 -0.362
H 4.687 -7.897 -2.005
*
```



7.
Molecular formula: C15H39BO4P
Method: DFT, the ωB97M-V functional and the def2-TZVPD basis

## Properties
Molar mass (g/mol): 325.26
LUMO level (hartree): 0.1020
HOMO (eV): -3.506
Max |F| (eV Å⁻¹): 0.47

ORCA input file:
```
! wB97M-V def2-TZVPD RIJCOSX def2/J DEFGRID3
* xyz -1 1
C 4.812 -0.664 0.350
O 4.628 0.709 0.648
B 3.427 1.364 0.365
O 3.310 2.550 1.065
P 2.138 0.794 -1.034
O 1.564 -0.582 -0.069
C 0.466 -0.320 0.743
C 0.073 1.179 0.637
O 0.857 1.802 -0.322
H 4.869 -0.838 -0.724
H 3.986 -1.261 0.741
H 5.746 -0.977 0.820
H 4.130 2.727 1.533
H 1.184 0.426 -2.069
H 3.141 -0.042 -1.662
H 2.576 1.930 -1.845
H -0.383 -0.950 0.433
H 0.688 -0.587 1.789
H 0.201 1.676 1.613
H -0.992 1.268 0.375
C -2.653 -1.144 3.378
C -2.235 -0.845 4.813
C -0.764 -1.159 5.087
C -0.371 -2.623 4.881
C -1.174 -3.627 5.706
C -1.035 -3.430 7.212
H -2.548 -2.204 3.139
H -3.694 -0.867 3.199
H -2.029 -0.584 2.679
H -2.876 -1.395 5.509
H -2.403 0.215 5.022
H -0.518 -0.851 6.108
H -0.145 -0.544 4.428
H 0.691 -2.733 5.123
H -0.461 -2.878 3.822
H -0.844 -4.637 5.444
H -2.231 -3.575 5.429
H 0.012 -3.504 7.517
H -1.599 -4.182 7.766
H -1.400 -2.450 7.523
C 1.454 1.843 -4.844
C 0.090 2.112 -4.223
C -0.893 0.956 -4.396
C -1.234 0.604 -5.846
C -1.804 1.758 -6.670
C -3.114 2.310 -6.119
H 1.397 1.699 -5.928
H 2.133 2.674 -4.655
H 1.898 0.951 -4.396
H -0.333 3.034 -4.638
H 0.226 2.281 -3.152
H -1.812 1.184 -3.847
H -0.468 0.074 -3.908
H -1.956 -0.221 -5.848
H -0.340 0.223 -6.348
H -1.962 1.415 -7.698
H -1.068 2.565 -6.730
H -3.875 1.527 -6.069
H -3.503 3.115 -6.745
H -2.984 2.708 -5.111
*
```



- What is the HOMO in the fourth record?
  -5.134 eV



- max |F| of number 2 (C15H37ClO8)?
  3.98 eV Å⁻¹



- Among the records above, which one has the lowest HOMO?
  C15H38BrFNOP2S